Entry 1:
# C30H48BrN3P2SeTi

A molecular structure, C30H48BrN3P2SeTi (the ωB97M-V functional and the def2-TZVPD basis, the OMol25 dataset).

The LUMO energy (alpha / beta) is -0.227 / -0.259 hartree. The energy relative to the best compared isomer or geometry (same formula, charge and spin) comes out at 11.6 kJ/mol. The HOMO-LUMO gap (alpha / beta) comes out at 6.26 / 5.37 eV. The HOMO energy (alpha / beta) is -12.434 / -12.406 eV. The expectation value of S² is 2.071. As for the spin multiplicity: 3. The charge is +2. Its total energy is -213423.512 eV.

Positions of all 86 atoms, in Å:
N (-5.9471, -2.1397, 4.5759)
C (-5.1804, -1.1881, 5.0942)
C (-4.6582, -0.1525, 4.3287)
C (-4.9799, -0.0725, 2.9554)
C (-5.8501, -1.0614, 2.4274)
C (-6.2866, -2.0847, 3.2902)
C (-4.3340, 0.9277, 2.1323)
Ti (-0.3055, 0.9256, -0.8656)
P (3.9843, 0.2853, -2.1937)
C (-4.7729, 1.3229, 0.8913)
C (-3.7135, 1.6655, 0.0022)
C (-3.9205, 1.9530, -1.3601)
C (-2.8313, 2.0227, -2.2382)
C (-1.6017, 2.1657, -1.6402)
C (-1.4739, 2.4393, -0.2013)
C (-2.3667, 1.6202, 0.5205)
Br (1.4284, 1.3917, -2.4594)
H (-3.6788, 1.5941, 2.7058)
H (-5.7997, 1.3456, 0.5094)
H (-3.9692, 0.5418, 4.7999)
H (-6.1357, -1.0667, 1.3694)
H (-4.9442, -1.2410, 6.1505)
H (-6.9188, -2.8897, 2.9090)
H (-4.9460, 2.0866, -1.6838)
H (-2.1407, 1.2117, 1.5129)
H (-2.9692, 1.8693, -3.3211)
H (-0.8337, 3.1903, 0.2705)
P (-0.5475, -1.5214, -1.5251)
C (4.6254, 1.8310, -1.4156)
C (5.3837, 2.7882, -2.3260)
H (5.2454, 1.5363, -0.5516)
H (3.7369, 2.3393, -1.0053)
H (5.5602, 3.7429, -1.8114)
H (6.3758, 2.3895, -2.5802)
H (4.8257, 3.0202, -3.2433)
C (4.1472, 0.1885, -4.0189)
C (5.4519, 0.6351, -4.6630)
H (3.3117, 0.7710, -4.4420)
H (3.9274, -0.8658, -4.2702)
H (5.3102, 0.6810, -5.7513)
H (5.7445, 1.6348, -4.3300)
H (6.2617, -0.0777, -4.4743)
C (4.9791, -1.0319, -1.4612)
C (6.4567, -0.6833, -1.5326)
H (4.7225, -1.9564, -1.9940)
H (4.6242, -1.1334, -0.4259)
H (7.0779, -1.5505, -1.3085)
H (6.7492, -0.3436, -2.5295)
H (6.7175, 0.0849, -0.8017)
C (0.2666, -2.9298, -0.6547)
C (1.7872, -2.9561, -0.7747)
H (-0.1580, -3.8429, -1.1003)
H (-0.0479, -2.9044, 0.3963)
H (2.1979, -3.7539, -0.1437)
H (2.1208, -3.1600, -1.7980)
H (2.2459, -2.0110, -0.4642)
C (-0.2568, -2.1347, -3.2222)
C (-1.1772, -1.5403, -4.2730)
H (-0.3738, -3.2296, -3.2010)
H (0.7957, -1.9282, -3.4537)
H (-1.0689, -2.1127, -5.2007)
H (-2.2272, -1.5874, -3.9732)
H (-0.9301, -0.4962, -4.4824)
C (-2.3225, -1.9037, -1.2895)
C (-2.7808, -1.6365, 0.1368)
H (-2.4688, -2.9663, -1.5350)
H (-2.8764, -1.2995, -2.0170)
H (-3.8485, -1.3887, 0.1732)
H (-2.5890, -2.4993, 0.7894)
H (-2.2604, -0.7817, 0.5931)
C (1.2885, 3.3243, 2.9435)
N (0.5850, 2.1589, 3.4420)
C (-0.2387, 2.1117, 4.5581)
C (-0.7939, 0.8720, 4.5917)
N (-0.3016, 0.1725, 3.4938)
C (-0.7011, -1.1586, 3.0707)
C (0.5108, 0.9880, 2.7627)
Se (1.2817, 0.6825, 1.0696)
H (0.5983, 3.9817, 2.3984)
H (2.0767, 3.0003, 2.2562)
H (1.7313, 3.8662, 3.7850)
H (-0.3622, 2.9617, 5.2033)
H (-1.4986, 0.4375, 5.2797)
H (-0.5371, -1.8761, 3.8843)
H (-1.7632, -1.1727, 2.7867)
H (-0.0949, -1.4549, 2.2035)

***

Entry 2:
# C30H48BrN3P2W

A molecular structure, C30H48BrN3P2W (the ωB97M-V functional and the def2-TZVPD basis, the OMol25 dataset).

The LUMO energy (alpha / beta) is -0.493 / -0.530 hartree. The HOMO-LUMO gap (alpha / beta) comes out at 5.71 / 4.84 eV. The HOMO energy (alpha / beta) is -19.129 / -19.251 eV. The expectation value of S² is 2.075. As for the spin multiplicity: 3. The charge is +4. Its total energy is -126757.767 eV.

Positions of all 85 atoms, in Å:
N (0.4757, 7.2087, -2.3819)
C (1.3604, 6.5887, -1.6008)
C (1.2706, 5.2174, -1.3012)
C (0.1736, 4.4532, -1.7852)
C (-0.7076, 5.1384, -2.6755)
C (-0.5350, 6.5126, -2.9035)
C (0.0499, 2.9719, -1.4787)
W (-0.2529, 1.0080, -0.7554)
P (-1.2091, -2.6802, -1.4020)
C (-0.4980, 2.0199, -2.4747)
C (0.3916, 1.1868, -3.3329)
C (-0.2364, 0.3313, -4.2726)
C (0.5240, -0.5070, -5.1007)
C (1.9337, -0.5039, -4.9957)
C (2.5617, 0.3898, -4.1091)
C (1.8064, 1.3002, -3.3381)
Br (2.8834, -1.7445, -5.9030)
H (0.5712, 2.6853, -0.4376)
H (-1.5036, 2.1928, -2.8468)
H (2.0625, 4.7770, -0.6953)
H (-1.5406, 4.6465, -3.1691)
H (2.1754, 7.2119, -1.2051)
H (-1.2268, 7.0814, -3.5333)
H (-1.3283, 0.3222, -4.3400)
H (2.2887, 2.0260, -2.6758)
H (0.0387, -1.1988, -5.7827)
H (3.6525, 0.3559, -4.0112)
P (-2.0829, 1.7224, 0.3729)
C (0.2975, -2.6311, -2.4177)
C (0.2921, -3.6900, -3.5331)
H (1.1584, -2.8071, -1.7531)
H (0.3780, -1.6130, -2.8305)
H (1.1775, -3.5742, -4.1702)
H (0.3105, -4.7061, -3.1147)
H (-0.5888, -3.6036, -4.1794)
C (-2.5272, -1.9653, -2.4573)
C (-3.2016, -2.9087, -3.4572)
H (-2.0809, -1.0991, -2.9760)
H (-3.3026, -1.6105, -1.7593)
H (-4.0129, -2.3658, -3.9561)
H (-2.5189, -3.2677, -4.2308)
H (-3.6441, -3.7785, -2.9593)
C (-0.9830, -1.7186, 0.1222)
C (-0.8471, -2.6525, 1.3471)
H (-1.9040, -1.1266, 0.2360)
H (-0.0702, -1.0566, 0.0082)
H (-0.6551, -2.0829, 2.2631)
H (-1.7795, -3.2194, 1.4936)
H (-0.0417, -3.3905, 1.2347)
C (-2.1827, 0.8754, 1.9972)
C (-3.6140, 0.7175, 2.5095)
H (-1.5665, 1.4870, 2.6743)
H (-1.6724, -0.0964, 1.9238)
H (-4.0830, 1.6864, 2.6921)
H (-4.2492, 0.1517, 1.8226)
H (-3.5946, 0.1710, 3.4566)
C (-3.1986, 0.8884, -0.7985)
C (-4.0450, 1.8020, -1.7214)
H (-3.8597, 0.2070, -0.2351)
H (-2.5735, 0.2413, -1.4500)
H (-4.6551, 2.5061, -1.1353)
H (-3.4308, 2.3806, -2.4302)
H (-4.7270, 1.1777, -2.3240)
C (-2.7152, 3.4499, 0.6133)
C (-1.8368, 4.3112, 1.5140)
H (-3.7472, 3.3489, 1.0003)
H (-2.7880, 3.8859, -0.3966)
H (-1.1938, 4.9846, 0.9335)
H (-2.4815, 4.9415, 2.1384)
H (-1.2010, 3.7265, 2.1905)
C (3.0248, -1.8433, 2.1515)
C (2.4745, -0.5306, 1.7882)
C (2.4864, 0.6834, 2.4552)
C (1.8117, 1.6076, 1.6577)
N (1.3343, 0.9725, 0.5477)
N (1.7789, -0.3429, 0.6452)
C (1.7537, 3.0582, 1.8971)
H (4.0059, -1.6982, 2.6236)
H (2.3817, -2.3367, 2.8955)
H (3.1587, -2.5103, 1.2928)
H (2.9764, 0.9010, 3.3942)
H (1.8739, -0.9759, -0.1446)
H (0.9022, 3.5787, 1.4447)
H (1.7132, 3.2255, 2.9856)
H (2.6732, 3.5482, 1.5351)

***

Entry 3:
# C30H48Cl6O12

9 unconnected molecules or ions with the total composition C30H48Cl6O12 (the ωB97M-V functional and the def2-TZVPD basis, the OMol25 dataset).

The LUMO energy is 0.004 hartree. The HOMO-LUMO gap comes out at 9.66 eV. The HOMO energy is -9.543 eV. The charge is 0. Its total energy is -131594.754 eV. As for the SMILES: O=C1CCCO1.O=C1CCCO1.O=C1CCCO1.O=C1CCCO1.O=C1CCCO1.O=C1CCCO1.ClCCCl.ClCCCl.ClCCCl.

Positions of all 96 atoms, in Å:
O (4.6390, -4.5649, -2.7512)
C (4.6129, -3.4635, -2.2872)
C (5.7234, -2.4538, -2.0863)
C (5.0380, -1.1586, -1.6431)
C (3.6589, -1.6986, -1.1516)
O (3.4117, -2.9493, -1.8140)
H (6.4396, -2.8401, -1.3584)
H (6.2280, -2.3114, -3.0415)
H (5.5673, -0.5660, -0.8713)
H (4.9882, -0.5888, -2.5554)
H (3.8139, -1.8814, -0.0871)
H (2.8083, -1.0399, -1.2748)
O (0.3823, -4.1697, -6.1650)
C (0.5188, -4.4019, -4.9871)
C (1.7559, -4.8214, -4.2173)
C (1.1602, -5.5038, -2.9744)
C (-0.0190, -4.6446, -2.7760)
O (-0.5867, -4.3253, -4.1503)
H (2.3350, -5.4586, -4.8697)
H (2.2426, -3.9078, -3.8264)
H (0.8797, -6.5751, -3.0803)
H (1.8778, -5.4302, -2.1367)
H (-0.8450, -5.0408, -2.1959)
H (0.2627, -3.6473, -2.4047)
O (-4.9793, -2.6555, -4.9051)
C (-4.4009, -2.1782, -3.9251)
C (-4.1689, -2.8769, -2.5965)
C (-3.1623, -2.0766, -1.8648)
C (-3.1155, -0.7629, -2.6548)
O (-3.7434, -0.9862, -3.9443)
H (-5.1735, -2.8275, -2.1474)
H (-3.9022, -3.9060, -2.7661)
H (-3.4268, -1.7898, -0.8432)
H (-2.1951, -2.5946, -1.8703)
H (-3.6275, 0.0773, -2.2018)
H (-2.0888, -0.4256, -2.8751)
O (-3.1519, 0.5979, 0.6038)
C (-3.3283, 1.6634, 1.0670)
C (-3.1409, 2.9412, 0.2769)
C (-3.0707, 4.0316, 1.4153)
C (-3.9269, 3.3635, 2.4625)
O (-3.7858, 1.9158, 2.3348)
H (-2.1988, 2.8215, -0.2929)
H (-4.0074, 3.0702, -0.3704)
H (-2.0366, 4.0834, 1.8374)
H (-3.4377, 4.9859, 1.0609)
H (-3.6687, 3.5584, 3.4915)
H (-4.9704, 3.5267, 2.2433)
O (-2.7346, 6.9459, 0.1582)
C (-1.6900, 6.7303, -0.3912)
C (-0.3923, 7.5727, -0.2844)
C (0.4548, 7.0389, -1.4391)
C (0.0092, 5.5371, -1.4509)
O (-1.4405, 5.6310, -1.1513)
H (-0.7697, 8.6141, -0.3875)
H (0.0818, 7.3641, 0.6679)
H (0.2933, 7.5281, -2.3943)
H (1.4930, 7.1447, -1.1317)
H (0.0503, 4.9473, -2.3770)
H (0.4816, 4.9898, -0.6374)
O (4.0157, 1.0841, 1.4018)
C (3.4532, 1.7286, 2.2835)
C (3.1319, 3.2324, 2.2590)
C (2.0533, 3.3863, 3.3098)
C (2.3622, 2.1669, 4.2390)
O (2.9039, 1.1151, 3.3189)
H (4.0527, 3.7841, 2.4815)
H (2.8336, 3.4075, 1.2320)
H (2.1933, 4.2945, 3.9046)
H (1.0579, 3.3763, 2.8833)
H (3.1515, 2.4032, 4.9188)
H (1.5432, 1.6781, 4.7852)
Cl (-1.1596, 1.7281, 3.9150)
C (-1.7891, 0.0981, 3.5974)
C (-1.2059, -0.9848, 4.4413)
Cl (0.5333, -1.1068, 4.1526)
H (-1.6532, -0.0412, 2.5323)
H (-2.8555, 0.0770, 3.7515)
H (-1.6049, -1.9612, 4.2109)
H (-1.4012, -0.8768, 5.5141)
Cl (0.8723, -4.1475, 0.6485)
C (0.0731, -4.2802, 2.2748)
C (-0.9337, -5.4117, 2.3095)
Cl (-1.7407, -5.4357, 3.9371)
H (-0.3948, -3.3059, 2.4658)
H (0.8611, -4.4804, 3.0342)
H (-0.4571, -6.3813, 2.1628)
H (-1.7136, -5.2839, 1.5895)
Cl (0.4841, 2.0676, 0.5618)
C (0.9580, 0.3995, 0.9728)
C (0.0246, -0.5434, 0.3193)
Cl (0.2010, -0.6633, -1.4705)
H (0.8740, 0.3015, 2.0563)
H (1.9960, 0.2467, 0.7604)
H (-1.0117, -0.2780, 0.5315)
H (0.2689, -1.5509, 0.7025)

***

Entry 4:
# C30H48CoP2

A molecular structure, C30H48CoP2 (the ωB97M-V functional and the def2-TZVPD basis, the OMol25 dataset).

The LUMO energy (alpha / beta) is -0.066 / -0.151 hartree. The HOMO-LUMO gap (alpha / beta) comes out at 5.92 / 6.16 eV. The HOMO energy (alpha / beta) is -7.728 / -10.265 eV. The expectation value of S² is 6.048. As for the spin multiplicity: 5. The charge is +1. Its total energy is -88077.109 eV.

Positions of all 81 atoms, in Å:
Co (0.3545, -0.2084, -2.5151)
C (-0.7545, -1.4922, 0.0303)
C (0.6368, -1.5590, -0.5247)
C (0.5912, -0.3896, 1.5150)
C (-0.7623, -0.7183, 1.1876)
C (1.4382, -0.8935, 0.5112)
C (-1.9245, -2.3184, -0.3750)
H (-1.7104, -2.9732, -1.2342)
H (-2.7837, -1.6567, -0.5987)
H (-2.2953, -3.0148, 0.4094)
C (-1.9617, -0.2933, 1.9637)
H (-2.8855, -0.4401, 1.3896)
H (-1.9053, 0.7626, 2.2677)
H (-2.0547, -0.8896, 2.8818)
C (1.0378, 0.2092, 2.8041)
H (1.5537, -0.5441, 3.4315)
H (0.1821, 0.5825, 3.3896)
H (1.7622, 1.0292, 2.6464)
C (2.9062, -0.9952, 0.6544)
H (3.1949, -1.7417, 1.4205)
H (3.3520, -0.0394, 0.9765)
H (3.3680, -1.3096, -0.2898)
C (1.1765, -2.7656, -1.2486)
H (1.5341, -3.5883, -0.6063)
H (2.0314, -2.4383, -1.8469)
H (0.4292, -3.2039, -1.9150)
C (-1.6764, 1.2001, -5.7462)
C (-1.8591, -0.1206, -5.5701)
C (-1.1705, -1.1462, -6.3881)
C (0.3674, -1.2279, -6.2244)
C (0.9932, -0.4324, -5.0893)
C (1.1954, 0.9013, -5.1907)
C (0.7804, 1.7964, -6.3309)
C (-0.7224, 1.8022, -6.7310)
H (-1.4191, -0.9660, -7.4423)
H (0.8000, -0.9141, -7.1924)
H (-1.6213, -2.1194, -6.1793)
H (-0.8679, 1.3489, -7.7218)
H (-2.3942, 1.9041, -5.3022)
H (-2.7184, -0.4883, -5.0131)
H (-1.0321, 2.8514, -6.8701)
H (0.9946, 2.8502, -6.0603)
H (1.8928, 1.3897, -4.5118)
H (1.3522, 1.5961, -7.2683)
H (0.6430, -2.2939, -6.0503)
H (1.5042, -1.0482, -4.3189)
P (-1.7982, 0.8908, -2.3476)
P (1.4459, 1.6188, -1.6602)
C (-1.0072, 2.3196, -3.2933)
C (0.3002, 2.7966, -2.5629)
H (-1.6635, 3.1923, -3.5267)
H (-0.7162, 1.9910, -4.3032)
H (0.9961, 3.2535, -3.2704)
H (-0.0316, 3.5070, -1.7937)
C (2.2548, 2.5822, -0.3471)
H (2.6393, 1.9000, 0.4392)
H (1.5834, 3.3407, 0.0991)
H (3.1111, 3.0597, -0.8846)
C (2.9868, 0.9639, -2.4254)
H (3.4780, 1.8756, -2.8216)
H (2.7429, 0.2265, -3.2290)
H (3.5754, 0.4883, -1.6011)
C (-3.5958, 0.3400, -2.7447)
H (-3.5945, -0.7719, -2.6730)
H (-3.9343, 0.6056, -3.7600)
H (-4.3599, 0.6490, -1.9988)
C (-1.2817, -0.9346, -3.0375)
H (-0.6977, -1.6107, -2.3034)
H (-0.8886, -1.0952, -4.0380)
H (-2.3019, -1.3320, -2.9752)
C (-2.3731, 4.1427, 1.0848)
C (-1.1387, 3.5141, 1.3294)
C (-0.7774, 2.3966, 0.5215)
C (-1.6175, 2.0451, -0.5566)
C (-2.8232, 2.6752, -0.7510)
C (-3.2309, 3.7147, 0.0701)
H (-2.7102, 4.9575, 1.7172)
H (-0.4750, 3.8484, 2.1525)
H (0.1146, 1.8257, 0.8498)
H (-3.4887, 2.4236, -1.5644)
H (-4.2297, 4.1122, -0.1274)

***

Entry 5:
# C30H48GaP2Se

A molecular structure, C30H48GaP2Se (the ωB97M-V functional and the def2-TZVPD basis, the OMol25 dataset).

The LUMO energy (alpha / beta) is -0.100 / -0.125 hartree. The energy relative to the best compared isomer or geometry (same formula, charge and spin) comes out at 0.0 kJ/mol. The HOMO-LUMO gap (alpha / beta) comes out at 6.79 / 5.62 eV. The HOMO energy (alpha / beta) is -9.499 / -9.009 eV. The charge is +1. Its total energy is -168178.791 eV.

Positions of all 82 atoms, in Å:
Ga (0.3877, 2.9908, -1.8806)
C (-1.0668, -1.7032, 3.2858)
C (-2.2519, -1.6806, 2.4966)
C (-0.9873, -3.4938, 1.8452)
C (-0.2828, -2.8135, 2.8800)
C (-2.1940, -2.7831, 1.5970)
C (-0.7153, -0.7821, 4.3911)
H (-1.4790, -0.0096, 4.5167)
H (0.2497, -0.2897, 4.2109)
H (-0.6255, -1.3286, 5.3399)
C (1.0189, -3.1942, 3.4551)
H (1.0370, -2.9862, 4.5315)
H (1.8462, -2.6320, 2.9966)
H (1.2128, -4.2620, 3.3089)
C (-0.5543, -4.7275, 1.1620)
H (-0.0540, -5.4051, 1.8653)
H (0.1583, -4.5122, 0.3516)
H (-1.4139, -5.2509, 0.7253)
C (-3.2331, -3.1925, 0.6243)
H (-3.7369, -4.1136, 0.9512)
H (-2.7974, -3.4002, -0.3603)
H (-3.9920, -2.4132, 0.5126)
C (-3.3775, -0.7365, 2.6520)
H (-4.0690, -1.0624, 3.4473)
H (-3.9562, -0.6592, 1.7229)
H (-3.0197, 0.2669, 2.9197)
C (0.9048, 4.6687, -1.1443)
C (0.5204, 4.4243, 0.3326)
C (-0.8887, 4.9344, 0.6634)
C (-1.9847, 4.2714, -0.1851)
C (-1.5280, 3.2615, -1.2464)
C (-1.2703, 3.6834, -2.6072)
C (-0.9653, 5.1487, -2.9015)
C (0.1284, 5.7387, -1.9366)
H (-0.9365, 6.0182, 0.5072)
H (-2.5850, 5.0517, -0.6704)
H (-1.0915, 4.7965, 1.7340)
H (-0.3267, 6.5093, -1.2989)
H (1.9915, 4.8051, -1.2441)
H (1.2570, 4.9490, 0.9697)
H (0.8679, 6.2560, -2.5673)
H (-0.5673, 5.2103, -3.9339)
H (-1.6887, 3.1122, -3.4454)
H (-1.8692, 5.7813, -2.8623)
H (-2.6727, 3.7419, 0.4900)
H (-1.9741, 2.2761, -1.0748)
P (0.8118, 2.6310, 0.9755)
P (0.1015, -1.3983, -2.3862)
C (1.3406, 1.2687, -2.3406)
C (0.8365, 0.0720, -3.2012)
H (1.7362, 0.8712, -1.3917)
H (2.1938, 1.7618, -2.8508)
H (0.0879, 0.4268, -3.9213)
H (1.6681, -0.3347, -3.8033)
C (0.0693, -2.9624, -3.2644)
H (-0.8193, -3.5328, -2.9499)
H (0.9723, -3.5510, -3.0479)
H (0.0083, -2.7416, -4.3432)
C (-1.5797, -0.9797, -1.8611)
H (-2.1685, -0.7180, -2.7480)
H (-1.5746, -0.1434, -1.1479)
H (-2.0282, -1.8422, -1.3546)
C (2.4357, 2.8468, 1.7752)
H (2.3055, 2.9379, 2.8595)
H (2.9435, 3.7323, 1.3723)
H (3.0298, 1.9483, 1.5387)
C (-0.4030, 2.4161, 2.3178)
H (-0.5951, 1.3356, 2.4192)
H (-1.3687, 2.9015, 2.1286)
H (0.0181, 2.8084, 3.2525)
Se (1.0178, -1.4740, -0.3338)
C (2.4016, -2.7273, -0.8822)
C (3.1219, -2.5718, -2.0774)
C (3.9139, -3.6297, -2.5244)
C (4.0700, -4.7752, -1.7358)
C (3.4432, -4.8646, -0.4781)
C (2.6372, -3.8143, -0.0358)
H (3.0642, -1.6378, -2.6381)
H (4.4157, -3.5553, -3.4899)
H (4.6979, -5.6053, -2.0839)
H (3.5758, -5.7333, 0.1593)
H (2.1934, -3.8304, 0.9656)